Below is a cluster of 2 separate species, C12H17N in total, with properties calculated with wB97M-V/def2-TZVPD.

Geometry as XYZ:
```
30
Properties=species:S:1:pos:R:3:forces:R:3
C 2.08294 -2.27927 -1.45664 0.418 0.144 0.267
C 1.30057 -1.99533 -0.21293 0.176 -0.123 -1.076
C 0.62491 -2.90437 0.53149 -0.102 0.403 1.420
N 0.07163 -2.25816 1.64070 -0.620 -0.479 -0.401
C 0.31916 -0.91959 1.54048 1.238 -0.235 0.440
C 0.10703 0.06927 2.49565 -1.268 0.219 -0.299
C 0.65854 1.30493 2.27625 0.639 0.542 0.274
C 1.50434 1.55582 1.17318 -0.413 -0.650 0.128
C 1.62384 0.58337 0.20802 0.548 -0.046 -0.665
C 1.14415 -0.71449 0.41138 -1.032 0.148 0.657
H 3.04115 -1.75329 -1.43909 -0.003 -0.021 0.050
H 1.58636 -1.96727 -2.36800 -0.297 0.102 -0.132
H 2.29982 -3.33718 -1.54070 0.008 -0.237 -0.053
H 0.62560 -3.97876 0.58406 -0.059 -0.129 -0.639
H -0.64080 -2.66485 2.23321 0.342 0.112 -0.129
H -0.62723 -0.09771 3.28522 0.401 0.073 0.053
H 0.45423 2.10650 2.97427 0.107 -0.025 0.110
H 2.11596 2.44129 1.07277 -0.537 0.377 -0.015
H 2.04451 0.86143 -0.74849 0.622 -0.194 0.021
C -1.56387 0.54204 -2.04776 -0.174 -0.187 -0.220
C -1.70652 1.12925 -0.65408 -0.046 -0.024 0.464
C -2.28165 2.54360 -0.62859 -0.061 0.885 -0.382
H -0.85079 1.16791 -2.57054 0.236 0.102 -0.328
H -2.46716 0.52192 -2.66763 -0.119 0.161 0.342
H -1.17207 -0.47543 -2.06190 0.095 -0.034 0.237
H -2.28750 0.54462 0.05515 -0.253 -0.513 -0.301
H -0.71245 1.11483 -0.20377 -0.105 0.233 -0.115
H -1.59789 3.24494 -0.14959 0.041 -0.005 0.136
H -2.45975 2.97582 -1.62784 0.112 -0.364 0.147
H -3.23706 2.63816 -0.10425 0.103 -0.235 0.006
```
Forces are in eV/Å.

Highest occupied orbital energy: -8.0 eV
Spin multiplicity: 1
ΔE to the lowest compared entry with this formula, charge and spin: 60.0 kJ/mol
Total charge: 0